[1]
Below is a molecular structure, C22H36F5N2O6PRhS2Te, with properties calculated with ωB97M-V/def2-TZVPD.

Last column: Mulliken charge in e.
Positions of all 76 atoms, in Å:
Rh: -1.010789 -0.540925 0.189555  0.256
O: 5.207418 -3.203999 -0.461830  -0.497
C: 4.919637 -1.951677 -1.041118  -0.583
C: 3.473955 -1.624274 -0.799474  0.110
C: 2.877495 -0.543874 -1.439582  -1.057
C: 1.556144 -0.249712 -1.180986  -0.852
N: 0.835940 -0.988603 -0.339427  0.715
C: 1.390091 -2.030274 0.304632  0.096
C: 2.711070 -2.373541 0.086608  -0.614
C: 0.494383 -2.718843 1.258666  0.806
C: 0.827616 -3.882332 1.926499  -0.718
C: -0.078480 -4.438640 2.818537  0.509
C: 0.237420 -5.723593 3.546358  -0.904
O: 1.577971 -6.127920 3.399817  -0.527
C: -1.294990 -3.794701 3.008981  -1.126
C: -1.570882 -2.640462 2.305145  -0.601
N: -0.697359 -2.119639 1.443262  0.580
H: 6.138269 -3.409143 -0.589607  0.317
H: 5.107917 -1.949315 -2.119931  0.357
H: 5.527699 -1.155187 -0.595521  0.330
H: 3.431407 0.073625 -2.134999  0.528
H: 1.014541 0.570693 -1.630745  0.636
H: 3.161424 -3.209051 0.599651  0.631
H: 1.776875 -4.370374 1.762138  0.736
H: -0.383492 -6.515719 3.120882  0.305
H: -0.050421 -5.624426 4.596553  0.443
H: 2.108065 -5.757679 4.112283  0.311
H: -2.029546 -4.179010 3.704496  0.472
H: -2.495388 -2.094702 2.430635  0.572
C: 2.980405 4.514580 -0.080489  -1.494
C: 2.406609 3.161326 -0.454136  0.636
C: 2.552313 2.909583 -1.941419  -1.508
O: 0.975063 3.116070 -0.182235  -0.112
P: 0.303106 2.870846 1.232033  0.703
S: 1.265300 3.439709 2.785085  -0.329
S: -0.107625 0.868662 1.696318  -0.524
O: -1.143369 3.512725 0.959464  -0.281
C: -1.387555 4.893942 0.471369  0.486
C: -0.468021 5.911401 1.107120  -1.433
C: -1.360908 4.919170 -1.042611  -1.013
H: 4.038237 4.543702 -0.345654  0.473
H: 2.883478 4.709991 0.983845  0.310
H: 2.469222 5.300602 -0.639726  0.288
H: 2.881758 2.373912 0.138123  0.352
H: 2.127501 3.746866 -2.496943  0.389
H: 2.035919 2.008790 -2.266101  0.324
H: 3.608657 2.834265 -2.202126  0.405
H: -2.404393 5.068950 0.815221  0.398
H: 0.562116 5.793264 0.770238  0.202
H: -0.488265 5.847178 2.192865  0.370
H: -0.811662 6.902782 0.808610  0.515
H: -0.346554 4.830524 -1.426071  0.081
H: -1.781779 5.866917 -1.380706  0.488
H: -1.963174 4.112712 -1.463073  0.205
C: -0.516127 -2.890447 -2.473831  -1.102
C: -1.991910 -2.613925 -2.372505  -0.293
O: -2.331754 -2.057391 -1.089214  0.085
C: -3.754515 -1.896723 -0.966530  -0.473
C: -4.348293 -0.867357 -1.914010  -0.880
H: -0.310256 -3.363007 -3.434459  0.530
H: -0.181868 -3.566420 -1.685079  0.239
H: 0.053631 -1.965878 -2.431776  0.069
H: -2.565237 -3.539664 -2.481924  0.315
H: -2.298422 -1.927356 -3.164528  0.315
H: -3.949708 -1.617847 0.063639  0.299
H: -4.227618 -2.863775 -1.164612  0.370
H: -3.363080 0.700771 -2.620164  0.238
H: -5.407813 -0.751029 -1.674043  0.383
H: -4.277863 -1.207226 -2.947880  0.479
F: -5.104377 0.862156 1.136784  -0.417
Te: -3.482793 1.752127 0.947003  1.971
F: -3.360560 1.944515 2.777253  -0.368
F: -1.113735 0.895293 -1.146781  -0.673
F: -2.832677 -0.210199 1.224305  -0.539
F: -4.552912 3.321204 0.867578  -0.428
O: -3.672479 0.377012 -1.769672  -0.280

Atoms 1-6, force components in eV/Å:
-0.05 -0.13 0.21
0.00 0.01 0.00
0.00 0.00 0.01
-0.02 -0.01 0.01
0.00 -0.01 0.01
-0.06 -0.04 -0.02

Energy relative to the best compared isomer or geometry (same formula, charge and spin)   0.0 kJ/mol
Frontier orbital gap   7.2529 eV
Spin multiplicity   1
Total charge   +1
E   -3436.4603 hartree
HOMO level   -10.81 eV

---

[2]
Below is C22H36N2O4 in the gas phase, with properties calculated with ωB97M-V/def2-TZVPD.

Last column: Mulliken charge in e.
Positions of all 64 atoms, in Å:
C: 6.058221 0.742531 -0.720870  -1.413
C: 5.117694 1.784730 -0.129439  -0.051
C: 4.125488 2.292284 -1.173747  -0.562
C: 3.110168 3.271197 -0.573591  -0.970
C: 2.328797 2.624759 0.554808  0.430
O: 2.382733 2.990788 1.710152  -0.680
N: 1.522946 1.609367 0.145905  -0.063
C: 0.967046 0.671149 1.087714  -0.658
N: 1.915534 -0.411239 1.336527  -0.046
C: 2.566525 -1.056600 0.340135  0.472
O: 2.413709 -0.778443 -0.833020  -0.717
C: 3.527582 -2.132555 0.814877  -0.575
C: 3.503747 -3.337087 -0.126054  -0.828
C: 2.174466 -4.085398 -0.055860  0.056
C: 2.168341 -5.305462 -0.967837  -1.451
C: -0.366770 0.155115 0.591048  -0.750
C: -0.740807 -1.170834 0.710376  -0.453
C: -1.979648 -1.573116 0.251130  -0.791
C: -2.876411 -0.687463 -0.337668  0.409
O: -4.032568 -1.260151 -0.772201  -0.487
C: -5.227208 -0.510877 -0.894317  -1.084
C: -5.724531 0.044236 0.446607  1.334
C: -6.956893 0.913690 0.220366  -1.591
C: -6.026711 -1.096332 1.414514  -1.500
C: -2.490122 0.662309 -0.472762  0.943
O: -3.360549 1.531958 -1.078328  -0.435
C: -3.019761 2.894561 -1.147011  -1.015
C: -1.248795 1.054675 0.005526  -0.240
H: 5.488368 -0.097670 -1.112409  0.251
H: 6.638069 1.170202 -1.536036  0.421
H: 6.749399 0.373738 0.033868  0.361
H: 5.694354 2.623586 0.266078  0.367
H: 4.566729 1.344505 0.705297  0.167
H: 4.669409 2.793760 -1.977651  0.454
H: 3.608373 1.434796 -1.610383  0.244
H: 2.413704 3.601854 -1.346729  0.318
H: 3.625644 4.143040 -0.168146  0.333
H: 1.651954 1.219289 -0.779159  0.382
H: 0.838962 1.215161 2.033737  0.663
H: 2.117059 -0.644104 2.294219  0.288
H: 3.285326 -2.440004 1.833823  0.400
H: 4.528262 -1.691970 0.818907  0.223
H: 3.661234 -2.982717 -1.145996  0.300
H: 4.320425 -4.014784 0.132247  0.499
H: 1.369196 -3.409657 -0.351825  0.131
H: 1.988717 -4.402332 0.974303  0.261
H: 1.214417 -5.823820 -0.906879  0.394
H: 2.956310 -6.000096 -0.683472  0.353
H: 2.331049 -5.006346 -2.000485  0.338
H: -0.079041 -1.892990 1.161442  0.611
H: -2.287471 -2.603546 0.334530  0.477
H: -5.948665 -1.234612 -1.285307  0.461
H: -5.110148 0.299564 -1.618674  0.298
H: -4.928221 0.663519 0.872974  0.050
H: -7.313065 1.316947 1.165304  0.391
H: -6.723985 1.743296 -0.442959  0.385
H: -7.757360 0.328336 -0.227218  0.347
H: -5.154338 -1.735375 1.527877  0.294
H: -6.299961 -0.705758 2.392114  0.422
H: -6.850618 -1.700712 1.040470  0.338
H: -2.126548 3.057234 -1.758177  0.346
H: -3.870978 3.382148 -1.620616  0.260
H: -2.865165 3.323862 -0.152101  0.391
H: -0.934960 2.082175 -0.081309  0.497

Atoms 1-6, force components in eV/Å:
-0.09 0.14 0.19
-0.03 -0.13 -0.32
0.05 0.09 0.24
0.15 -0.03 0.01
-0.07 0.33 -0.37
0.14 0.07 0.39

Structure (SMILES)   CCCCC(=O)NC(NC(=O)CCCC)c1ccc(OCC(C)C)c(OC)c1
Energy relative to the best compared isomer or geometry (same formula, charge and spin)   0.3 kJ/mol
Frontier orbital gap   8.8129 eV
Spin multiplicity   1
Total charge   0
E   -1270.4121 hartree
HOMO level   -8.11 eV